# 1
DFT (ωB97M-V/def2-TZVPD) results for a molecular structure, C20H16BN3O3Ti.

Geometry as XYZ:
```
44
Properties=species:S:1:pos:R:3
Ti -1.267 0.266 -0.317
C 1.566 1.461 -3.529
C 0.725 1.401 -2.304
N 0.350 0.320 -1.723
N 0.735 -0.895 -2.251
C -0.076 -1.803 -1.782
O -1.092 -1.429 -0.989
C 0.067 -3.222 -2.098
C 1.167 -3.659 -2.839
C 1.300 -5.003 -3.132
C 0.342 -5.909 -2.691
C -0.751 -5.475 -1.955
C -0.891 -4.131 -1.655
C 0.083 2.615 -1.712
C 0.531 3.886 -1.993
C -0.142 4.968 -1.420
C -1.235 4.735 -0.597
C -1.622 3.422 -0.364
N -0.989 2.390 -0.915
H 0.969 1.117 -4.377
H 1.936 2.457 -3.747
H 2.403 0.772 -3.428
H 1.904 -2.943 -3.173
H 2.151 -5.349 -3.702
H 0.451 -6.960 -2.923
H -1.492 -6.186 -1.615
H -1.735 -3.779 -1.080
H 1.392 4.047 -2.622
H 0.195 5.976 -1.621
H -1.781 5.543 -0.133
H -2.460 3.199 0.284
O -1.651 1.067 2.862
B -0.853 0.430 1.920
O 0.287 -0.097 2.509
C 0.188 0.222 3.852
C 1.063 -0.074 4.873
C 0.704 0.374 6.141
C -0.477 1.081 6.358
C -1.352 1.372 5.315
C -0.982 0.923 4.068
H 1.976 -0.626 4.699
H 1.357 0.165 6.977
H -0.722 1.410 7.358
H -2.273 1.916 5.473
```

Output
- Spin multiplicity: 2
- Gap between HOMO and LUMO (alpha / beta): 6.6 / 6.6 eV
- Expectation value of S²: 0.756
- Net charge: +1


# 2
DFT (ωB97M-V/def2-TZVPD) results for a gas-phase ion, C4H8NO3 (charge -1) in a non-equilibrium geometry.

Geometry as XYZ:
```
16
Properties=species:S:1:pos:R:3
C -0.973 0.944 0.132
O -1.796 1.460 1.211
C -0.025 -0.141 0.636
C 1.274 -0.001 -0.205
C 1.175 -0.489 -1.732
O 0.015 -0.820 -2.076
O 2.245 -0.521 -2.352
N -0.453 -1.526 0.667
H -1.757 0.402 -0.413
H -0.517 1.790 -0.360
H -1.281 1.891 1.900
H 0.320 0.002 1.693
H 2.074 -0.551 0.290
H 1.531 1.050 -0.125
H -1.407 -1.589 1.007
H -0.423 -1.899 -0.274
```

Output
- SMILES: N[C@H](CO)CC(=O)[O-]
- Spin multiplicity: 1
- Gap between HOMO and LUMO: 7.7 eV
- Net charge: -1


# 3
DFT (ωB97M-V/def2-TZVPD) results for a single C14H27N5O4 molecule in a non-equilibrium geometry.

Geometry as XYZ:
```
50
Properties=species:S:1:pos:R:3
O -1.526 -1.632 2.998
O -2.034 3.362 2.479
O -1.186 0.624 -2.353
O 0.962 0.136 0.971
C -0.447 -2.257 3.092
C -2.241 2.158 2.575
C -1.055 1.577 -1.577
C 0.043 -0.580 0.634
N -1.556 1.424 3.436
N -0.872 2.838 -1.992
N 3.347 -5.188 -2.081
N -1.137 -0.082 0.287
N 0.344 -2.549 2.099
C 0.057 -2.686 4.494
C -0.625 3.257 -3.340
C -3.186 1.433 1.630
C 2.645 -4.225 -2.940
C 2.600 -2.773 -2.449
C 1.349 -2.363 -1.589
C -2.831 1.665 0.184
C 1.439 -2.599 -0.094
C -1.363 1.335 -0.092
C 0.198 -2.107 0.687
H -0.835 1.891 3.903
H -1.695 0.413 3.399
H -0.924 3.561 -1.281
H 4.293 -5.243 -2.405
H 2.963 -6.090 -2.184
H -1.863 -0.716 0.017
H 1.226 -2.976 2.316
H -0.200 -3.751 4.672
H 1.148 -2.528 4.590
H -0.432 -2.192 5.295
H 0.190 2.658 -3.777
H -1.486 3.073 -3.943
H -0.331 4.288 -3.450
H -3.224 0.329 1.808
H -4.181 1.839 1.862
H 1.645 -4.663 -3.151
H 3.177 -4.271 -3.879
H 3.466 -2.486 -1.895
H 2.591 -2.156 -3.363
H 0.477 -2.874 -1.984
H 1.234 -1.278 -1.697
H -3.444 1.001 -0.376
H -2.994 2.709 -0.081
H 1.569 -3.673 0.091
H 2.326 -2.055 0.262
H -0.757 2.009 0.546
H -0.705 -2.541 0.231
```

Output
- SMILES: CNC(=O)[C@@H](CCC(N)=O)NC(=O)[C@@H](CCCCN)NC(C)=O
- Spin multiplicity: 1
- Gap between HOMO and LUMO: 10.1 eV


# 4
DFT (ωB97M-V/def2-TZVPD) results for a molecular structure, C39H35N7O4S4Ti in a non-equilibrium geometry.

Geometry as XYZ:
```
90
Properties=species:S:1:pos:R:3
Ti 1.731 -0.396 -0.549
C 2.742 -4.185 1.195
O 2.492 -3.696 2.495
C 2.676 -2.370 2.789
C 2.662 -2.080 4.146
C 2.871 -0.795 4.630
C 3.128 0.226 3.750
C 3.109 -0.015 2.371
C 3.423 1.028 1.449
N 3.211 0.876 0.179
N 3.687 1.766 -0.701
C 3.216 1.489 -1.897
O 2.378 0.523 -2.066
C 3.723 2.282 -3.021
C 3.239 2.108 -4.316
C 3.765 2.852 -5.357
C 4.777 3.768 -5.118
C 5.273 3.929 -3.832
C 4.750 3.199 -2.786
C 2.826 -1.315 1.849
O 2.720 -1.498 0.559
H 2.697 -5.272 1.294
H 3.741 -3.900 0.848
H 1.987 -3.850 0.476
H 2.472 -2.904 4.818
H 2.839 -0.609 5.693
H 3.319 1.231 4.098
H 3.900 1.938 1.816
H 2.438 1.401 -4.491
H 3.379 2.720 -6.356
H 5.169 4.371 -5.926
H 6.076 4.631 -3.650
H 5.112 3.324 -1.777
S -0.384 -0.129 -1.827
C -0.203 1.495 -2.451
S -0.133 2.818 -1.411
C -0.164 1.632 -3.842
C -0.043 0.499 -4.637
N 0.123 -0.437 -5.296
C -0.121 2.860 -4.503
N -0.073 3.836 -5.115
S 0.631 1.168 0.971
C -0.740 0.453 1.695
N -1.422 1.237 2.607
C -2.389 0.563 3.428
C -3.181 -0.432 2.571
N -2.259 -1.371 1.996
C -2.480 -2.776 2.204
C -3.656 -3.293 1.421
C -4.677 -3.991 2.050
C -5.757 -4.469 1.329
C -5.831 -4.241 -0.034
C -4.814 -3.547 -0.670
C -3.733 -3.073 0.051
C -1.082 -0.884 1.480
S -0.082 -1.946 0.589
C -1.540 2.671 2.426
C -2.927 3.053 1.992
C -3.820 3.644 2.877
C -5.111 3.941 2.479
C -5.524 3.641 1.192
C -4.640 3.047 0.306
C -3.350 2.750 0.703
H -3.054 1.293 3.887
H -1.863 0.008 4.216
H -3.705 0.119 1.781
H -3.915 -0.974 3.170
H -2.635 -2.968 3.275
H -1.569 -3.287 1.878
H -4.620 -4.171 3.115
H -6.542 -5.016 1.833
H -6.681 -4.601 -0.597
H -4.864 -3.379 -1.736
H -2.937 -2.537 -0.444
H -0.816 2.967 1.665
H -1.282 3.168 3.369
H -3.497 3.890 3.881
H -5.796 4.405 3.175
H -6.530 3.881 0.876
H -4.956 2.816 -0.701
H -2.652 2.303 0.011
C 3.905 -1.751 -2.983
C 2.415 -2.008 -2.914
N 1.801 -2.266 -4.074
O 1.811 -2.067 -1.844
H 4.415 -2.657 -3.306
H 4.258 -1.464 -1.990
H 4.119 -0.953 -3.692
H 2.256 -2.044 -4.946
H 0.787 -2.205 -4.098
```

Output
- Spin multiplicity: 2
- Gap between HOMO and LUMO (alpha / beta): 5.3 / 5.5 eV
- Expectation value of S²: 0.760
- Net charge: -1